Record 1
Here is C3H8O2 in the gas phase in a non-equilibrium geometry from the Open Molecules 2025 dataset. Energies are from the ωB97M-V functional and the def2-TZVPD basis.

Geometry as XYZ:
```
13
Properties=species:S:1:pos:R:3
C 0.54954 -0.24324 1.76877
C -0.33019 -0.85829 -0.32695
C -0.97999 0.41921 -0.77286
H 1.64478 0.21540 2.02475
H -0.37454 0.52035 2.00199
H 0.33843 -1.23866 2.37794
H 0.14710 -1.25975 -1.17873
H -0.87933 -1.62626 0.23348
H -1.06672 0.84779 0.36324
H -1.93281 0.15894 -1.30746
H 0.67555 1.23365 -0.86242
O 0.76375 -0.43933 0.53442
O -0.01232 1.09464 -1.49273
```

Its SMILES is COCCO. The LUMO energy is 0.97 eV. The relative energy (zero: lowest compared OMol25 entry of this formula, charge and spin) is 72.69 kcal per mole. As for the spin multiplicity: 1. For the orbital gap, the calculation gives 10.572 eV.

Record 2
Here is C3H8O2 in the gas phase in a non-equilibrium geometry from the Open Molecules 2025 dataset. Energies are from the ωB97M-V functional and the def2-TZVPD basis.

Geometry as XYZ:
```
13
Properties=species:S:1:pos:R:3
C 0.92637 0.95308 0.63780
O 1.72449 1.23562 -0.52057
C -0.45504 0.40756 0.38318
C -0.55378 -0.88516 -0.43966
O -1.83186 -1.23389 -0.87001
H 1.55977 0.29018 1.13083
H 1.00435 1.92172 1.28484
H 2.14026 0.37431 -0.95356
H -1.05090 0.17244 1.26553
H -1.04838 1.18817 -0.18841
H -0.15994 -0.72402 -1.52093
H -0.06634 -1.72657 0.11925
H -2.18900 -1.97344 -0.32828
```

Its SMILES is OCCCO. The LUMO energy is 0.80 eV. The relative energy (zero: lowest compared OMol25 entry of this formula, charge and spin) is 43.44 kcal per mole. As for the spin multiplicity: 1. For the orbital gap, the calculation gives 10.880 eV.

Record 3
Here is 2 unconnected molecules or ions with the total composition C3H8O2 in a non-equilibrium geometry from the Open Molecules 2025 dataset. Energies are from the ωB97M-V functional and the def2-TZVPD basis.

Geometry as XYZ:
```
13
Properties=species:S:1:pos:R:3
C 0.20738 1.42981 0.26805
C 0.44786 0.90996 1.67139
C 1.44383 0.03690 2.01540
O 1.74749 -1.17419 1.31922
H -0.50849 2.18688 0.04841
H 0.15573 0.52434 -0.37577
H 1.08711 1.93303 -0.09999
H -0.10832 1.44315 2.40877
H 2.07458 0.16502 2.91261
H 0.86552 -1.53278 1.25449
H -2.81340 -2.48075 -4.27669
H -2.23905 -1.23763 -3.68420
O -2.36022 -2.20375 -3.46169
```

Its SMILES is C/C=C\O.O. The LUMO energy is 0.70 eV. The relative energy (zero: lowest compared OMol25 entry of this formula, charge and spin) is 61.45 kcal per mole. As for the spin multiplicity: 1. For the orbital gap, the calculation gives 9.148 eV.